# C44H118BrN10O12

A cluster of 11 separate species, C44H118BrN10O12 in total in a non-equilibrium geometry (the ωB97M-V functional and the def2-TZVPD basis, the OMol25 dataset).

Orbital gap   8.14 eV
LUMO level   2.205 eV
Charge   -1

Last columns: bonded neighbours and bond lengths (Å).
Atoms and positions in Å:
1 Br 0.2999 -0.4761 -0.2167  no bonds
2 C -1.3163 4.4815 1.3275  C3 1.544, H8 1.090, H9 1.090, H10 1.090
3 C -0.9484 2.9827 1.3659  C2 1.544, C4 1.522, N7 1.464, H11 1.090
4 C -0.9379 2.3086 2.7309  C3 1.522, O5 1.451, H12 1.090, H13 1.090
5 O 0.0642 2.9750 3.5415  C4 1.451, C6 1.447
6 C 0.0817 2.4923 4.9054  O5 1.447, H14 1.090, H15 1.090, H16 1.090
7 N -1.6544 2.2295 0.3274  C3 1.464, H17 1.010, H18 1.010
8 H -1.6675 4.7054 0.3203  C2 1.090
9 H -0.4075 5.0397 1.5524  C2 1.090
10 H -2.0451 4.8410 2.0539  C2 1.090
11 H 0.0877 2.9663 1.0279  C3 1.090
12 H -0.7281 1.2400 2.7775  C4 1.090
13 H -1.9452 2.4786 3.1111  C4 1.090
14 H -0.8744 2.3686 5.4140  C6 1.090
15 H 0.5744 3.2498 5.5150  C6 1.090
16 H 0.6208 1.5527 5.0260  C6 1.090
17 H -1.4132 2.6374 -0.5645  N7 1.010
18 H -1.2951 1.2866 0.2841  N7 1.010
19 C -0.7560 -2.2094 -5.9908  C20 1.491, H25 1.090, H26 1.090, H27 1.090
20 C -1.6547 -1.0284 -5.8492  C19 1.491, C21 1.600, N24 1.442, H28 1.090
21 C -3.2375 -1.1247 -6.0614  C20 1.600, O22 1.449, H29 1.090, H30 1.090
22 O -3.4652 -1.6654 -7.3862  C21 1.449, C23 1.472
23 C -3.8322 -0.6678 -8.4041  O22 1.472, H31 1.090, H32 1.090, H33 1.090
24 N -1.3715 -0.3783 -4.5937  C20 1.442, H34 1.010, H35 1.010
25 H -0.6823 -2.9248 -5.1718  C19 1.090
26 H 0.2439 -1.9117 -6.3066  C19 1.090
27 H -1.1669 -2.8373 -6.7813  C19 1.090
28 H -1.2773 -0.3215 -6.5881  C20 1.090
29 H -3.7195 -0.1610 -5.8974  C21 1.090
30 H -3.6867 -1.7709 -5.3073  C21 1.090
31 H -4.1025 -1.1757 -9.3298  C23 1.090
32 H -2.9867 0.0011 -8.5652  C23 1.090
33 H -4.7134 -0.0835 -8.1392  C23 1.090
34 H -1.4838 -0.9441 -3.7646  N24 1.010
35 H -0.3786 -0.1937 -4.5854  N24 1.010
36 C -0.6148 3.0255 -4.7137  C37 1.524, H42 1.090, H43 1.090, H44 1.090
37 C 0.0027 2.8857 -3.3272  C36 1.524, C38 1.555, N41 1.452, H45 1.090
38 C 0.1845 4.2609 -2.6241  C37 1.555, O39 1.477, H46 1.090, H47 1.090
39 O 0.8198 5.2061 -3.5650  C38 1.477, C40 1.415
40 C 1.1682 6.4442 -2.9750  O39 1.415, H48 1.090, H49 1.090, H50 1.090
41 N -0.9308 2.0945 -2.5458  C37 1.452, H51 1.010, H52 1.010
42 H -0.2293 3.8825 -5.2659  C36 1.090
43 H -1.6685 3.2843 -4.6094  C36 1.090
44 H -0.5062 2.1496 -5.3533  C36 1.090
45 H 0.9820 2.4210 -3.4420  C37 1.090
46 H 0.6105 4.0662 -1.6399  C38 1.090
47 H -0.7847 4.6454 -2.3066  C38 1.090
48 H 2.0293 6.4599 -2.3069  C40 1.090
49 H 0.3475 6.7845 -2.3435  C40 1.090
50 H 1.3856 7.1404 -3.7851  C40 1.090
51 H -0.4454 1.6863 -1.7598  N41 1.010
52 H -1.2038 1.2823 -3.0805  N41 1.010
53 C 4.0761 0.4012 0.7905  C54 1.552, H59 1.090, H60 1.090, H61 1.090
54 C 3.6801 -0.1965 2.1670  C53 1.552, C55 1.554, N58 1.434, H62 1.090
55 C 2.8632 0.8518 2.9731  C54 1.554, O56 1.479, H63 1.090, H64 1.090
56 O 2.6103 0.3158 4.3278  C55 1.479, C57 1.394
57 C 3.4641 0.7026 5.3601  O56 1.394, H65 1.090, H66 1.090, H67 1.090
58 N 2.9156 -1.4027 2.0388  C54 1.434, H68 1.010, H69 1.010
59 H 4.5600 -0.3341 0.1476  C53 1.090
60 H 4.7388 1.2641 0.8560  C53 1.090
61 H 3.2215 0.7576 0.2155  C53 1.090
62 H 4.5352 -0.4284 2.8020  C54 1.090
63 H 1.9142 1.0061 2.4596  C55 1.090
64 H 3.3052 1.8396 3.1031  C55 1.090
65 H 3.1493 1.6288 5.8408  C57 1.090
66 H 4.5203 0.8459 5.1319  C57 1.090
67 H 3.3047 -0.0590 6.1235  C57 1.090
68 H 2.3532 -1.4552 2.8761  N58 1.010
69 H 2.1344 -1.2724 1.4120  N58 1.010
70 C -4.3599 -2.1668 1.7488  C71 1.543, H76 1.090, H77 1.090, H78 1.090
71 C -3.8571 -0.8694 1.0821  C70 1.543, C72 1.506, N75 1.445, H79 1.090
72 C -4.6109 -0.3684 -0.1217  C71 1.506, O73 1.386, H80 1.090, H81 1.090
73 O -4.6733 -1.4200 -1.0231  C72 1.386, C74 1.477
74 C -5.1536 -0.8651 -2.3054  O73 1.477, H82 1.090, H83 1.090, H84 1.090
75 N -3.7758 0.2361 2.0094  C71 1.445, H85 1.010, H86 1.010
76 H -4.1043 -2.9912 1.0831  C70 1.090
77 H -5.3971 -2.1566 2.0835  C70 1.090
78 H -3.7608 -2.3026 2.6492  C70 1.090
79 H -2.7995 -1.0840 0.9287  C71 1.090
80 H -4.0662 0.5031 -0.4847  C72 1.090
81 H -5.5558 -0.0130 0.2894  C72 1.090
82 H -4.4824 -0.0872 -2.6691  C74 1.090
83 H -6.2172 -0.6269 -2.2930  C74 1.090
84 H -5.0568 -1.6456 -3.0601  C74 1.090
85 H -3.2553 0.0056 2.8437  N75 1.010
86 H -3.2209 0.9188 1.5134  N75 1.010
87 C 3.5305 -1.8277 -2.5373  C88 1.596, H93 1.090, H94 1.090, H95 1.090
88 C 3.2801 -0.5963 -3.5210  C87 1.596, C89 1.558, N92 1.419, H96 1.090
89 C 1.9472 -0.7520 -4.3122  C88 1.558, O90 1.393, H97 1.090, H98 1.090
90 O 1.7366 0.3694 -5.1117  C89 1.393, C91 1.476
91 C 2.5599 0.4143 -6.3360  O90 1.476, H99 1.090, H100 1.090, H101 1.090
92 N 3.3417 0.5625 -2.7036  C88 1.419, H102 1.010, H103 1.010
93 H 3.6301 -2.7926 -3.0344  C87 1.090
94 H 2.6613 -2.0199 -1.9083  C87 1.090
95 H 4.3896 -1.7379 -1.8725  C87 1.090
96 H 4.1702 -0.5142 -4.1448  C88 1.090
97 H 1.0853 -0.8486 -3.6520  C89 1.090
98 H 1.9939 -1.6983 -4.8512  C89 1.090
99 H 2.1787 0.9982 -7.1738  C91 1.090
100 H 2.6836 -0.5359 -6.8556  C91 1.090
101 H 3.5262 0.8259 -6.0445  C91 1.090
102 H 2.6138 0.4342 -2.0153  N92 1.010
103 H 3.0348 1.3473 -3.2604  N92 1.010
104 C -2.0464 -3.9803 -1.0884  C105 1.561, H110 1.090, H111 1.090, H112 1.090
105 C -2.0981 -3.4943 -2.5710  C104 1.561, C106 1.586, N109 1.454, H113 1.090
106 C -3.0477 -4.3140 -3.5407  C105 1.586, O107 1.407, H114 1.090, H115 1.090
107 O -2.6746 -5.6703 -3.5689  C106 1.407, C108 1.413
108 C -3.7233 -6.5559 -3.9052  O107 1.413, H116 1.090, H117 1.090, H118 1.090
109 N -2.3314 -2.0597 -2.5875  C105 1.454, H119 1.010, H120 1.010
110 H -1.5585 -3.2796 -0.4108  C104 1.090
111 H -1.6961 -5.0103 -1.0214  C104 1.090
112 H -3.0349 -4.0355 -0.6325  C104 1.090
113 H -1.0848 -3.6137 -2.9546  C105 1.090
114 H -3.0510 -3.7769 -4.4892  C106 1.090
115 H -4.0110 -4.2174 -3.0399  C106 1.090
116 H -4.2735 -6.1842 -4.7697  C108 1.090
117 H -4.4995 -6.5451 -3.1400  C108 1.090
118 H -3.4153 -7.5862 -4.0836  C108 1.090
119 H -3.2210 -1.9640 -2.1189  N109 1.010
120 H -1.6845 -1.6924 -1.9043  N109 1.010
121 C -3.7212 0.8332 5.4860  C122 1.525, H127 1.090, H128 1.090, H129 1.090
122 C -3.5698 -0.6498 5.8084  C121 1.525, C123 1.529, N126 1.443, H130 1.090
123 C -2.1908 -1.2352 5.5036  C122 1.529, O124 1.422, H131 1.090, H132 1.090
124 O -1.7027 -0.9741 4.1939  C123 1.422, C125 1.424
125 C -0.3504 -1.3141 3.9055  O124 1.424, H133 1.090, H134 1.090, H135 1.090
126 N -3.9462 -0.7726 7.1963  C122 1.443, H136 1.010, H137 1.010
127 H -4.7227 1.1712 5.7522  C121 1.090
128 H -3.5631 1.1129 4.4444  C121 1.090
129 H -3.0694 1.3830 6.1650  C121 1.090
130 H -4.3103 -1.1374 5.1744  C122 1.090
131 H -2.1887 -2.3075 5.6993  C123 1.090
132 H -1.4896 -0.7591 6.1889  C123 1.090
133 H 0.0289 -0.8854 2.9779  C125 1.090
134 H -0.3118 -2.4034 3.9098  C125 1.090
135 H 0.2875 -1.0145 4.7371  C125 1.090
136 H -3.6503 -1.7118 7.4207  N126 1.010
137 H -3.2961 -0.2597 7.7747  N126 1.010
138 C 5.2182 -4.9126 0.8795  O139 1.440, H147 1.090, H148 1.090, H149 1.090
139 O 4.5894 -5.9220 0.0667  C138 1.440, C140 1.453
140 C 3.5016 -5.4193 -0.7547  O139 1.453, C141 1.537, H150 1.090, H151 1.090
141 C 2.4161 -4.5554 -0.0927  C140 1.537, N142 1.449, H152 1.090, H153 1.090
142 N 1.7808 -5.2287 1.0225  C141 1.449, C143 1.467, H154 1.010
143 C 0.5977 -4.4929 1.4805  N142 1.467, C144 1.525, H155 1.090, H156 1.090
144 C -0.0594 -5.2470 2.6318  C143 1.525, O145 1.412, H157 1.090, H158 1.090
145 O 0.6639 -4.9839 3.8155  C144 1.412, C146 1.406
146 C 0.0638 -5.4008 5.0167  O145 1.406, H159 1.090, H160 1.090, H161 1.090
147 H 4.7054 -4.8717 1.8404  C138 1.090
148 H 5.2649 -3.9728 0.3294  C138 1.090
149 H 6.2013 -5.2696 1.1863  C138 1.090
150 H 3.0418 -6.3245 -1.1512  C140 1.090
151 H 4.0160 -4.8957 -1.5605  C140 1.090
152 H 1.6054 -4.2855 -0.7695  C141 1.090
153 H 2.7041 -3.5543 0.2284  C141 1.090
154 H 2.4832 -5.2647 1.7473  N142 1.010
155 H -0.1774 -4.4234 0.7173  C143 1.090
156 H 0.8339 -3.4718 1.7797  C143 1.090
157 H -0.1008 -6.3055 2.3753  C144 1.090
158 H -1.0593 -4.8216 2.7173  C144 1.090
159 H -0.2472 -6.4414 4.9233  C146 1.090
160 H -0.8597 -4.8714 5.2510  C146 1.090
161 H 0.6527 -5.2740 5.9251  C146 1.090
162 C 4.5796 4.0681 -1.6748  O163 1.466, H171 1.090, H172 1.090, H173 1.090
163 O 4.5074 4.5193 -0.2823  C162 1.466, C164 1.461
164 C 3.1451 4.3191 0.2073  O163 1.461, C165 1.490, H174 1.090, H175 1.090
165 C 2.9071 4.7005 1.6281  C164 1.490, N166 1.436, H176 1.090, H177 1.090
166 N 2.7591 6.1055 1.8833  C165 1.436, C167 1.493, H178 1.010
167 C 2.7407 6.4102 3.3450  N166 1.493, C168 1.558, H179 1.090, H180 1.090
168 C 1.4638 5.9255 4.0949  C167 1.558, O169 1.404, H181 1.090, H182 1.090
169 O 1.4885 6.3899 5.4198  C168 1.404, C170 1.436
170 C 0.2996 6.1205 6.1779  O169 1.436, H183 1.090, H184 1.090, H185 1.090
171 H 4.6698 2.9874 -1.7842  C162 1.090
172 H 5.5292 4.4167 -2.0810  C162 1.090
173 H 3.7261 4.3943 -2.2692  C162 1.090
174 H 2.7606 3.2999 0.1695  C164 1.090
175 H 2.4601 4.8500 -0.4538  C164 1.090
176 H 3.6750 4.2780 2.2760  C165 1.090
177 H 2.0140 4.1297 1.8827  C165 1.090
178 H 3.5095 6.5699 1.3921  N166 1.010
179 H 2.9650 7.4458 3.6007  C167 1.090
180 H 3.6034 5.8928 3.7647  C167 1.090
181 H 1.3560 4.8601 3.8915  C168 1.090
182 H 0.5884 6.3840 3.6348  C168 1.090
183 H 0.1217 5.0965 6.5064  C170 1.090
184 H -0.6068 6.4998 5.7061  C170 1.090
185 H 0.3850 6.6088 7.1486  C170 1.090

Löwdin population analysis, charges in e, atoms 1 to 5:
1 Br -0.046
2 C -0.031
3 C -0.421
4 C -0.162
5 O -0.201